{
  "formula": "C30H33Ge2N4O2PdS",
  "method": "the ωB97M-V functional and the def2-TZVPD basis",
  "homo_ha": [0.033, -0.061],
  "lumo_ev": [4.691, 4.689],
  "largest_force_ev_per_a": 2.14,
  "energy_ev": -169048.65518,
  "s2": 0.82,
  "e_above_lowest_kcal_mol": 24.1,
  "spin_multiplicity": 2,
  "charge": -2,
  "gap_ev": [3.8, 6.4],
  "symbols": ["Pd", "O", "C", "C", "C", "C", "C", "C", "C", "N", "N", "C", "O", "C", "C", "C", "C", "C", "C", "H", "H", "H", "H", "H", "H", "H", "H", "H", "H", "N", "C", "N", "S", "H", "H", "H", "H", "C", "Ge", "C", "C", "Ge", "C", "C", "C", "C", "C", "C", "C", "C", "C", "C", "C", "C", "H", "H", "H", "H", "H", "H", "H", "H", "H", "H", "H", "H", "H", "H", "H", "H", "H", "H", "H"],
  "coordinates": [[0.388, -0.679, -0.657], [2.378, -0.708, -0.322], [2.987, -1.762, 0.144], [4.222, -1.567, 0.796], [4.996, -2.611, 1.264], [4.569, -3.927, 1.092], [3.357, -4.161, 0.475], [2.526, -3.122, 0.007], [1.248, -3.483, -0.518], [0.322, -2.629, -0.914], [-0.857, -3.084, -1.365], [-1.788, -2.145, -1.478], [-1.568, -0.858, -1.200], [-3.106, -2.514, -1.935], [-4.108, -1.524, -2.058], [-5.391, -1.859, -2.438], [-5.735, -3.185, -2.699], [-4.749, -4.169, -2.600], [-3.461, -3.850, -2.228], [4.551, -0.541, 0.909], [5.939, -2.401, 1.759], [5.173, -4.753, 1.452], [3.006, -5.181, 0.346], [0.986, -4.540, -0.542], [-3.849, -0.498, -1.835], [-6.149, -1.088, -2.527], [-6.749, -3.453, -2.971], [-5.009, -5.202, -2.809], [-2.698, -4.612, -2.144], [-0.509, 0.543, -3.445], [0.765, 0.065, -3.394], [0.922, -1.266, -3.642], [2.073, 1.101, -3.460], [-1.199, 0.001, -2.919], [-0.552, 1.527, -3.234], [0.153, -1.876, -3.393], [1.841, -1.621, -3.433], [1.359, 5.075, -0.646], [1.517, 3.569, 0.668], [1.183, 4.482, 2.432], [3.497, 3.297, 0.695], [0.203, 1.542, 0.071], [0.612, 0.504, 1.764], [-0.070, -0.710, 1.971], [0.408, -1.672, 2.850], [1.589, -1.458, 3.550], [2.260, -0.260, 3.389], [1.778, 0.698, 2.503], [-1.626, 2.268, 0.559], [-1.907, 3.631, 0.673], [-3.181, 4.100, 0.963], [-4.219, 3.205, 1.179], [-3.970, 1.844, 1.064], [-2.699, 1.391, 0.742], [1.944, 5.937, -0.318], [0.325, 5.394, -0.781], [1.739, 4.743, -1.613], [1.925, 5.271, 2.571], [1.270, 3.773, 3.257], [0.190, 4.928, 2.482], [4.015, 4.094, 0.160], [3.748, 2.348, 0.221], [3.861, 3.276, 1.723], [-1.031, -0.886, 1.499], [-0.134, -2.603, 2.979], [1.976, -2.224, 4.213], [3.184, -0.081, 3.927], [2.342, 1.613, 2.371], [-1.113, 4.352, 0.528], [-3.372, 5.168, 1.020], [-5.211, 3.562, 1.431], [-4.774, 1.133, 1.221], [-2.544, 0.330, 0.596]]
}